Arrangement P

The following is a DFT calculation (wB97M-V/def2-TZVPD) of a cluster of 9 separate species, C27H27F9O27 in total.

As for the highest occupied orbital energy: -11.438 eV. As for the HOMO-LUMO gap: 11.1 eV. For the LUMO energy, the calculation gives -0.38 eV.

Structure (ORCA input):
```
! RIJCOSX wB97M-V def2-TZVPD def2/J DEFGRID3
* xyz 0 1
C -18.693 9.522 -20.961
C -17.917 9.448 -22.282
O -18.961 9.296 -23.232
C -20.167 9.570 -22.694
O -21.180 9.635 -23.305
O -20.029 9.808 -21.371
F -17.082 8.398 -22.370
H -18.364 10.307 -20.290
H -18.696 8.532 -20.503
H -17.359 10.342 -22.561
C -22.928 11.002 -18.382
C -21.903 11.953 -18.971
O -20.693 11.379 -18.633
C -20.858 10.535 -17.558
O -19.956 10.082 -16.947
O -22.168 10.330 -17.359
F -22.016 13.171 -18.318
H -23.273 10.193 -19.025
H -23.779 11.546 -17.982
H -21.975 12.202 -20.027
C -20.247 16.784 -20.954
C -21.235 16.398 -19.851
O -21.491 15.068 -20.214
C -21.324 14.917 -21.543
O -21.582 13.943 -22.168
O -20.765 16.030 -22.041
F -22.389 17.116 -20.040
H -19.232 16.453 -20.731
H -20.189 17.838 -21.210
H -20.900 16.504 -18.825
C -20.488 16.008 -14.593
C -20.918 14.670 -15.168
O -22.154 14.429 -14.597
C -22.536 15.452 -13.769
O -23.507 15.443 -13.099
O -21.616 16.441 -13.828
F -20.046 13.667 -14.768
H -20.363 16.768 -15.363
H -19.583 15.962 -13.992
H -20.884 14.588 -16.250
C -19.312 14.634 -24.723
C -19.612 13.134 -24.820
O -18.600 12.586 -23.983
C -18.054 13.536 -23.218
O -17.227 13.372 -22.378
O -18.687 14.711 -23.463
F -19.416 12.634 -26.061
H -20.211 15.243 -24.737
H -18.687 14.950 -25.560
H -20.597 12.836 -24.465
C -14.709 10.563 -15.562
C -14.628 9.103 -16.010
O -13.425 8.636 -15.443
C -12.695 9.696 -14.954
O -11.618 9.600 -14.483
O -13.400 10.828 -15.095
F -14.640 8.944 -17.350
H -15.472 10.610 -14.782
H -14.979 11.290 -16.322
H -15.383 8.469 -15.545
C -18.223 13.402 -19.358
C -17.729 12.727 -18.097
O -17.548 13.755 -17.158
C -18.257 14.830 -17.563
O -18.506 15.793 -16.911
O -18.812 14.593 -18.768
F -16.602 12.001 -18.258
H -19.013 12.941 -19.943
H -17.451 13.729 -20.056
H -18.505 12.050 -17.732
C -17.817 19.800 -18.903
C -18.804 19.912 -17.734
O -18.276 20.984 -17.025
C -17.707 21.839 -17.934
O -17.367 22.943 -17.723
O -17.590 21.185 -19.118
F -18.808 18.798 -16.946
H -18.316 19.280 -19.720
H -16.887 19.275 -18.689
H -19.830 20.020 -18.093
C -13.585 12.496 -19.713
C -14.416 12.789 -20.956
O -14.959 11.565 -21.337
C -14.731 10.644 -20.363
O -15.177 9.552 -20.327
O -14.014 11.194 -19.347
F -13.650 13.275 -21.974
H -13.807 13.243 -18.948
H -12.504 12.563 -19.839
H -15.197 13.519 -20.749
*
```



Arrangement Q

The following is a DFT calculation (wB97M-V/def2-TZVPD) of a cluster of 9 separate species, C27H27F9O27 in total.

As for the highest occupied orbital energy: -10.489 eV. As for the HOMO-LUMO gap: 10.4 eV. For the LUMO energy, the calculation gives -0.07 eV.

Structure (ORCA input):
```
! RIJCOSX wB97M-V def2-TZVPD def2/J DEFGRID3
* xyz 0 1
C 0.408 0.515 -1.279
C -0.842 1.199 -0.663
O -1.301 0.225 0.276
C -0.640 -0.971 0.018
O -0.756 -1.973 0.689
O 0.084 -0.830 -1.083
F -1.778 1.350 -1.644
H 1.335 0.830 -0.802
H 0.424 0.767 -2.338
H -0.776 2.201 -0.242
C 4.276 4.927 -3.475
C 5.042 3.714 -2.906
O 4.222 3.335 -1.782
C 2.984 3.806 -2.018
O 2.055 3.582 -1.276
O 2.987 4.598 -3.069
F 6.265 3.977 -2.441
H 4.291 5.023 -4.559
H 4.624 5.865 -3.039
H 5.163 2.845 -3.552
C -2.008 -4.411 2.811
C -2.143 -3.713 4.152
O -2.774 -2.472 3.801
C -3.441 -2.723 2.652
O -4.264 -1.982 2.158
O -3.101 -3.880 2.126
F -0.972 -3.343 4.678
H -2.010 -5.495 2.700
H -1.070 -4.100 2.347
H -2.607 -4.364 4.896
C -4.187 3.790 -2.444
C -4.019 3.944 -0.966
O -4.290 5.329 -0.778
C -4.158 5.993 -1.921
O -4.112 7.206 -2.150
O -3.970 5.091 -2.917
F -2.719 3.746 -0.624
H -5.197 3.480 -2.719
H -3.499 3.072 -2.889
H -4.660 3.283 -0.386
C 1.203 -0.659 4.684
C -0.234 -0.119 4.647
O -0.363 0.280 3.290
C 0.840 0.685 2.878
O 1.098 1.363 1.943
O 1.777 0.272 3.753
F -0.293 1.015 5.401
H 1.383 -1.659 4.292
H 1.542 -0.549 5.714
H -0.927 -0.914 4.916
C -1.510 3.650 3.491
C -2.022 4.241 2.170
O -0.869 4.523 1.482
C 0.199 4.508 2.302
O 1.311 4.953 1.970
O -0.152 3.991 3.473
F -2.681 5.407 2.537
H -1.765 2.594 3.397
H -2.111 4.143 4.253
H -2.759 3.628 1.655
C 0.355 -5.103 -1.744
C -1.092 -5.091 -1.411
O -1.562 -4.141 -2.304
C -0.741 -4.162 -3.407
O -0.957 -3.638 -4.497
O 0.299 -4.955 -3.124
F -1.196 -4.724 -0.116
H 0.866 -6.054 -1.600
H 0.830 -4.219 -1.317
H -1.563 -6.060 -1.584
C 0.558 0.561 -5.420
C 1.336 -0.300 -6.382
O 2.641 0.098 -6.174
C 2.796 0.865 -5.101
O 3.848 1.266 -4.644
O 1.586 1.079 -4.548
F 1.068 -0.033 -7.667
H -0.107 -0.030 -4.790
H -0.021 1.402 -5.801
H 1.041 -1.341 -6.251
C 2.011 -5.340 3.878
C 2.921 -5.695 2.734
O 2.651 -4.742 1.761
C 2.065 -3.717 2.366
O 1.765 -2.669 1.806
O 1.687 -4.027 3.600
F 2.743 -6.988 2.367
H 2.540 -5.434 4.827
H 1.137 -5.993 3.915
H 3.964 -5.597 3.038
*
```



Which of them is least stable? Easy: arrangement Q.



Arrangement P

The following is a DFT calculation (wB97M-V/def2-TZVPD) of a cluster of 8 separate species, ClH14O7 in total.

As for the highest occupied orbital energy: -6.630 eV. As for the HOMO-LUMO gap: 9.8 eV. For the LUMO energy, the calculation gives 3.18 eV.

Structure (ORCA input):
```
! RIJCOSX wB97M-V def2-TZVPD def2/J DEFGRID3
* xyz -1 1
Cl 0.018 0.315 -0.416
O -0.787 -0.848 2.618
H -0.532 0.003 2.262
H -0.394 -1.485 2.022
O 0.618 -2.735 1.131
H 1.103 -3.352 0.583
H 0.303 -2.069 0.520
O 2.204 2.830 -1.848
H 3.065 2.841 -1.430
H 1.744 2.102 -1.431
O 2.784 1.341 0.670
H 3.014 0.680 1.324
H 1.998 0.996 0.247
O -3.188 -0.378 0.489
H -3.152 -1.261 0.855
H -2.309 -0.224 0.144
O -2.087 2.940 -0.207
H -1.265 2.454 -0.269
H -2.580 2.676 -0.983
O 0.130 -2.420 -2.273
H -0.002 -1.531 -1.943
H -0.686 -2.876 -2.066
*
```



Arrangement Q

The following is a DFT calculation (wB97M-V/def2-TZVPD) of a cluster of 8 separate species, ClH14O7 in total.

As for the highest occupied orbital energy: -6.731 eV. As for the HOMO-LUMO gap: 10.0 eV. For the LUMO energy, the calculation gives 3.30 eV.

Structure (ORCA input):
```
! RIJCOSX wB97M-V def2-TZVPD def2/J DEFGRID3
* xyz -1 1
Cl -2.205 -15.682 -14.029
O -1.387 -12.739 -13.175
H -1.063 -12.789 -12.276
H -1.742 -13.610 -13.351
O 1.294 -15.900 -12.916
H 1.807 -16.355 -13.583
H 0.393 -16.184 -13.071
O -4.701 -16.908 -15.927
H -4.288 -16.412 -16.634
H -4.129 -16.771 -15.172
O -1.256 -16.648 -10.994
H -1.517 -16.283 -11.839
H -1.189 -17.590 -11.148
O -4.242 -13.171 -15.606
H -3.920 -12.287 -15.432
H -3.520 -13.745 -15.351
O -0.982 -17.892 -16.098
H -0.444 -17.444 -16.750
H -1.336 -17.188 -15.554
O -1.114 -14.633 -16.945
H -0.649 -13.817 -16.758
H -1.264 -15.025 -16.085
*
```



Which of them is least stable? Easy: arrangement P.



Arrangement P

The following is a DFT calculation (wB97M-V/def2-TZVPD) of a cluster of 2 separate species, H4N5 in total.

As for the highest occupied orbital energy: -14.488 eV. As for the HOMO-LUMO gap: 8.2 eV. For the LUMO energy, the calculation gives -6.26 eV.

Structure (ORCA input):
```
! RIJCOSX wB97M-V def2-TZVPD def2/J DEFGRID3
* xyz 1 1
N 2.999 -0.172 0.245
N 0.751 0.056 -0.299
N 1.859 -0.053 -0.062
N -1.653 0.234 0.372
N -2.374 -0.066 -0.497
H 3.619 -1.001 0.038
H -1.635 -0.567 1.073
H -0.861 0.960 0.359
H -2.705 0.608 -1.229
*
```



Arrangement Q

The following is a DFT calculation (wB97M-V/def2-TZVPD) of a cluster of 2 separate species, H4N5 in total.

As for the highest occupied orbital energy: -15.183 eV. As for the HOMO-LUMO gap: 9.1 eV. For the LUMO energy, the calculation gives -6.08 eV.

Structure (ORCA input):
```
! RIJCOSX wB97M-V def2-TZVPD def2/J DEFGRID3
* xyz 1 1
N 2.780 -0.084 -0.233
N 0.610 -0.307 0.401
N 1.683 -0.216 0.082
N -1.525 0.106 0.274
N -2.224 -0.030 -0.705
H 3.559 -0.706 -0.254
H -0.826 -0.538 0.720
H -1.479 0.978 0.833
H -2.576 0.796 -1.118
*
```



Which of them is least stable? Easy: arrangement Q.



Arrangement P

The following is a DFT calculation (wB97M-V/def2-TZVPD) of a cluster of 2 separate species, H3N4O2 in total.

As for the highest occupied orbital energy (spin up / spin down): -2.693 / -2.497 eV. As for the HOMO-LUMO gap (spin up / spin down): 7.2 / 7.0 eV. For the LUMO energy (spin up / spin down), the calculation gives 4.54 / 4.53 eV.

Structure (ORCA input):
```
! RIJCOSX wB97M-V def2-TZVPD def2/J DEFGRID3
* xyz -1 1
N -1.209 0.775 0.332
N 1.972 -0.117 0.009
N -1.162 1.817 -0.230
N -1.735 -0.392 0.171
O -0.873 -1.358 0.062
O -2.868 -0.546 0.637
H 2.643 -0.700 -0.557
H 2.221 0.815 -0.288
H 1.011 -0.294 -0.137
*
```



Arrangement Q

The following is a DFT calculation (wB97M-V/def2-TZVPD) of the ion H3N4O2 with charge -1.

As for the highest occupied orbital energy: -2.785 eV. As for the HOMO-LUMO gap: 7.7 eV. For the LUMO energy, the calculation gives 4.94 eV.

Structure (ORCA input):
```
! RIJCOSX wB97M-V def2-TZVPD def2/J DEFGRID3
* xyz -1 1
N 0.333 -0.306 -0.667
N 1.281 0.596 1.197
N 0.346 0.840 0.013
N -0.814 -0.617 -0.991
O -1.914 0.272 -0.408
O -1.268 -1.543 -1.671
H 0.953 -0.334 1.634
H 2.243 0.335 0.793
H -1.159 0.757 0.100
*
```



Which of them is least stable? Easy: arrangement Q.



Arrangement P

The following is a DFT calculation (wB97M-V/def2-TZVPD) of a cluster of 12 separate species, BF4H22O11 in total.

As for the highest occupied orbital energy: -7.142 eV. As for the HOMO-LUMO gap: 9.3 eV. For the LUMO energy, the calculation gives 2.20 eV.

Structure (ORCA input):
```
! RIJCOSX wB97M-V def2-TZVPD def2/J DEFGRID3
* xyz -1 1
B 0.580 -0.158 -0.947
F -0.383 -0.481 -1.953
F -0.146 0.083 0.217
F 1.530 -1.168 -0.725
F 1.170 1.060 -1.264
O -0.871 2.660 -2.733
H -0.253 2.013 -2.995
H -1.730 2.294 -2.853
O -0.634 -1.399 2.579
H 0.332 -1.455 2.474
H -1.078 -2.211 2.416
O 1.284 1.220 2.163
H 1.782 1.976 1.842
H 0.670 0.983 1.513
O -2.388 -1.629 0.000
H -1.652 -1.031 0.139
H -2.048 -2.452 -0.353
O -0.385 -3.609 -0.771
H -0.152 -3.897 0.163
H 0.231 -2.850 -0.947
O 2.530 3.599 -0.470
H 2.147 3.627 0.419
H 2.177 2.750 -0.723
O -2.994 -0.937 -2.954
H -2.121 -0.817 -2.604
H -3.196 -0.396 -3.746
O -2.208 0.877 2.050
H -1.596 0.142 2.153
H -2.972 0.476 1.690
O 3.732 0.247 0.387
H 3.326 -0.419 0.963
H 3.352 0.199 -0.458
O 2.007 -1.779 1.839
H 1.903 -1.693 0.888
H 1.895 -2.730 2.045
O -1.441 2.677 0.175
H -1.405 2.030 0.892
H -0.994 2.199 -0.512
*
```



Arrangement Q

The following is a DFT calculation (wB97M-V/def2-TZVPD) of a cluster of 12 separate species, BF4H22O11 in total.

As for the highest occupied orbital energy: -7.765 eV. As for the HOMO-LUMO gap: 10.0 eV. For the LUMO energy, the calculation gives 2.25 eV.

Structure (ORCA input):
```
! RIJCOSX wB97M-V def2-TZVPD def2/J DEFGRID3
* xyz -1 1
B 25.899 10.581 -23.243
F 26.996 11.021 -22.463
F 25.583 11.553 -24.193
F 26.207 9.375 -23.909
F 24.839 10.356 -22.356
O 22.239 10.225 -23.080
H 23.078 9.780 -22.908
H 22.484 11.119 -23.339
O 28.060 13.116 -23.918
H 28.964 12.835 -24.081
H 27.649 12.382 -23.430
O 24.060 13.239 -22.179
H 24.514 13.645 -21.437
H 24.486 12.371 -22.256
O 28.256 7.750 -22.657
H 28.968 8.391 -22.579
H 27.464 8.286 -22.776
O 24.631 8.515 -26.846
H 25.359 8.134 -27.342
H 25.014 9.304 -26.447
O 25.710 12.648 -27.477
H 25.962 11.903 -26.910
H 25.521 13.371 -26.865
O 22.900 13.134 -24.810
H 23.639 12.696 -25.246
H 23.183 13.220 -23.889
O 26.912 10.189 -26.656
H 26.899 10.119 -25.692
H 27.845 10.228 -26.884
O 26.322 14.791 -25.466
H 26.955 15.354 -25.919
H 26.867 14.209 -24.908
O 28.920 11.901 -19.911
H 28.460 11.066 -20.048
H 28.332 12.559 -20.295
O 24.974 7.147 -22.834
H 24.991 6.730 -23.700
H 25.484 7.960 -22.958
*
```



Which of them is least stable? Easy: arrangement P.